(1)
An isolated molecule of C4H9NS, computed with ωB97M-V/def2-TZVPD.

ORCA input file:
```
! RIJCOSX wB97M-V def2-TZVPD def2/J DEFGRID3
* xyz 0 1
C -0.80 -0.96 -0.49
C 0.17 -0.24 0.32
C 0.78 1.02 -0.24
C -0.27 1.02 0.86
H 0.37 -2.34 -0.95
H 0.22 -1.33 -2.32
H -1.47 -0.04 -0.95
H -1.50 -1.60 0.23
H 1.23 -0.73 0.69
H 0.42 1.32 -1.20
H 1.79 1.17 -0.29
H -1.13 1.34 0.35
H 0.83 1.32 3.11
N -0.28 -1.82 -1.60
S -0.34 1.87 2.47
*
```

Calculated values
HOMO level: -8.896 eV
orbital gap: 9.80 eV
structure (SMILES): NC[C@H]1C[C@@H]1S

***

(2)
An isolated molecule of C4H9NS, computed with ωB97M-V/def2-TZVPD.

ORCA input file:
```
! RIJCOSX wB97M-V def2-TZVPD def2/J DEFGRID3
* xyz 0 1
C 2.26 -0.57 -0.07
C 0.84 -0.11 -0.29
C -0.13 0.50 0.71
C -1.64 0.25 0.55
H 2.87 -0.54 -1.01
H 2.77 0.05 0.60
H 2.28 -1.60 0.33
H 0.27 -0.64 -1.04
H 0.18 0.42 1.77
H -1.96 -0.57 1.20
H -2.20 1.25 0.86
H -1.80 0.66 -1.43
H -2.63 -0.65 -1.05
N -1.78 -0.16 -0.83
S 0.66 1.71 -0.30
*
```

Calculated values
HOMO level: -8.486 eV
orbital gap: 9.52 eV
structure (SMILES): C[C@@H]1S[C@H]1CN

***

(3)
An isolated molecule of C4H9NS, computed with ωB97M-V/def2-TZVPD.

ORCA input file:
```
! RIJCOSX wB97M-V def2-TZVPD def2/J DEFGRID3
* xyz 0 1
C -1.12 -0.69 0.42
C 0.16 -0.22 -0.31
C 0.57 1.20 -0.02
C 1.39 0.02 0.49
H -2.23 -0.37 -1.25
H -2.37 0.90 -0.08
H -1.04 -0.29 1.51
H -1.27 -1.80 0.47
H 0.20 -0.66 -1.31
H 0.00 1.75 0.73
H 1.05 1.77 -0.80
H 1.28 -0.12 1.60
H 2.63 -1.07 -1.13
N -2.30 -0.14 -0.25
S 3.05 -0.27 -0.07
*
```

Calculated values
HOMO level: -8.866 eV
orbital gap: 9.81 eV
structure (SMILES): NC[C@H]1C[C@@H]1S

***

(4)
An isolated molecule of C4H9NS, computed with ωB97M-V/def2-TZVPD.

ORCA input file:
```
! RIJCOSX wB97M-V def2-TZVPD def2/J DEFGRID3
* xyz 0 3
C 0.28 -1.68 -0.40
C 0.58 -0.68 0.76
C 0.51 0.78 0.48
C -0.81 1.07 -0.13
N 0.01 -2.83 -0.06
S -0.75 0.91 -1.95
H 0.58 -1.38 -1.41
H 0.02 -1.18 1.53
H 1.72 -0.95 0.97
H 0.55 1.23 1.44
H 1.32 1.18 -0.27
H -1.64 0.38 0.26
H -1.07 2.23 0.02
H -0.19 -3.54 -0.75
H -2.15 0.67 -2.26
*
```

Calculated values
HOMO level (alpha / beta): -4.913 / -8.803 eV
orbital gap (alpha / beta): 5.77 / 6.61 eV

***

(5)
An isolated molecule of C4H9NS3, computed with ωB97M-V/def2-TZVPD.

ORCA input file:
```
! RIJCOSX wB97M-V def2-TZVPD def2/J DEFGRID3
* xyz 0 1
C -0.77 -1.12 -0.57
C 0.23 -0.09 0.06
C -0.33 0.52 1.34
C 0.57 0.99 -0.94
N 1.23 -2.31 -0.59
S 1.89 -0.88 0.49
S 3.51 0.29 0.06
S -0.33 -2.80 -0.05
H -1.80 -0.95 -0.16
H -0.71 -1.08 -1.64
H -0.88 -0.34 1.91
H -1.11 1.25 1.09
H 0.47 0.97 1.87
H 1.31 0.78 -1.65
H 0.95 1.91 -0.32
H -0.25 1.23 -1.47
H 1.79 -3.18 -0.60
*
```

Calculated values
HOMO level: -8.211 eV
orbital gap: 7.87 eV

***

(6)
C4H9NS3 as an isolated structure, computed with ωB97M-V/def2-TZVPD.

ORCA input file:
```
! RIJCOSX wB97M-V def2-TZVPD def2/J DEFGRID3
* xyz 0 1
C 1.57 0.08 0.30
C 0.75 -1.17 0.88
C -0.48 -0.29 1.28
C -1.65 1.05 -0.37
H 3.62 0.95 -0.63
H 0.84 0.86 -0.52
H 1.72 0.83 1.33
H 1.38 -1.53 1.71
H 0.57 -2.15 0.32
H -1.32 -0.54 2.23
H -0.25 0.82 1.44
H -3.49 -1.73 -0.25
H -2.46 1.01 -1.23
N -1.42 -0.13 0.05
S 3.06 -0.50 -0.51
S -1.98 -1.69 -0.49
S -0.57 2.46 -0.07
*
```

Calculated values
HOMO level: -8.112 eV
orbital gap: 7.83 eV

***

(7)
A 2-piece molecular cluster, C4H9O overall, computed with ωB97M-V/def2-TZVPD.

ORCA input file:
```
! RIJCOSX wB97M-V def2-TZVPD def2/J DEFGRID3
* xyz -1 1
C -3.15 0.18 -1.57
C -2.09 0.48 -0.77
H -4.09 0.73 -1.58
H -3.10 -0.67 -2.25
H -2.06 1.36 -0.11
H -1.21 -0.14 -0.82
C 1.25 -0.50 1.15
O 0.49 -0.83 0.09
C 2.67 0.00 0.66
H 1.42 -1.35 1.87
H 0.83 0.32 1.73
H 3.24 0.45 1.52
H 2.60 0.78 -0.09
H 3.20 -0.82 0.17
*
```

Calculated values
HOMO level: -2.306 eV
orbital gap: 6.48 eV

***

(8)
A 2-piece molecular cluster, C4H9O overall, computed with ωB97M-V/def2-TZVPD.

ORCA input file:
```
! RIJCOSX wB97M-V def2-TZVPD def2/J DEFGRID3
* xyz -1 1
C 0.36 0.00 0.93
O -0.18 0.98 1.61
C -0.22 -1.46 0.70
C -0.37 -0.44 -0.36
C 0.45 -0.20 -1.66
H 1.45 -0.12 0.76
H -1.11 4.63 -3.03
H -1.11 -1.72 1.27
H 0.51 -2.27 0.67
H -0.47 4.34 -3.20
H -1.36 0.00 -0.48
H -0.20 -0.09 -2.53
H 1.21 -0.96 -1.85
H 0.87 0.81 -1.59
*
```

Calculated values
HOMO level: -1.471 eV
orbital gap: 5.87 eV

***

(9)
A 2-piece molecular cluster, C4H9O2 overall, computed with ωB97M-V/def2-TZVPD.

ORCA input file:
```
! RIJCOSX wB97M-V def2-TZVPD def2/J DEFGRID3
* xyz -1 1
C 2.00 1.10 0.42
C 2.44 0.73 -1.07
H 1.52 2.04 0.41
H 1.25 0.41 0.85
H 2.75 1.22 1.14
H 3.04 -0.19 -1.02
H 2.95 1.20 -1.84
H 1.46 0.35 -1.47
C -2.10 0.22 -0.50
C -1.14 -0.64 0.31
O -0.25 -1.15 -0.36
O -1.39 -0.69 1.52
H -1.57 0.96 -1.23
H -2.82 0.67 0.19
H -2.63 -0.44 -1.24
*
```

Calculated values
HOMO level: -3.927 eV
orbital gap: 8.02 eV

***

(10)
An isolated ion of composition C4H9O2 and charge -1, computed with ωB97M-V/def2-TZVPD.

ORCA input file:
```
! RIJCOSX wB97M-V def2-TZVPD def2/J DEFGRID3
* xyz -1 1
C -0.91 -0.94 -1.32
O -0.68 -0.75 -2.75
C -0.53 0.31 -0.51
C 0.65 0.05 0.42
C 0.81 1.04 1.68
O 0.65 0.42 2.85
H -1.96 -1.26 -1.28
H -0.31 -1.80 -1.02
H 0.21 -1.07 -2.94
H -1.44 0.61 0.03
H -0.36 1.10 -1.24
H 0.61 -0.92 0.91
H 1.55 0.19 -0.20
H 0.06 1.84 1.42
H 1.86 1.37 1.64
*
```

Calculated values
HOMO level: -2.124 eV
orbital gap: 5.73 eV
structure (SMILES): [O-]CCCCO

***

(11)
A 2-piece molecular cluster, C4H9O2 overall, computed with ωB97M-V/def2-TZVPD.

ORCA input file:
```
! RIJCOSX wB97M-V def2-TZVPD def2/J DEFGRID3
* xyz -1 1
C 1.87 1.13 -0.68
C 2.10 1.30 0.80
O 2.92 0.58 1.38
O 1.52 2.31 1.29
H 0.82 0.77 -1.00
H 2.53 0.42 -1.24
H 2.07 2.30 -0.99
C -1.45 -1.55 0.71
C -2.06 -0.71 -0.49
H -1.75 -1.22 1.66
H -1.84 -2.64 0.73
H -0.37 -1.44 0.53
H -2.33 0.43 -0.26
H -2.77 -1.17 -1.13
H -1.26 -0.51 -1.31
*
```

Calculated values
HOMO level: -3.629 eV
orbital gap: 7.34 eV

***

(12)
A 2-piece molecular cluster, C4H9O2 overall, computed with ωB97M-V/def2-TZVPD.

ORCA input file:
```
! RIJCOSX wB97M-V def2-TZVPD def2/J DEFGRID3
* xyz -1 1
C 0.39 -1.40 2.17
C 1.01 0.09 1.81
O 0.13 0.76 1.19
O 2.16 0.30 2.15
H 1.15 -2.17 2.15
H -0.30 -1.53 1.32
H -0.19 -1.31 3.08
C -1.00 1.21 -1.88
C 0.08 0.16 -1.67
H -1.22 1.46 -2.93
H -1.98 0.89 -1.47
H -0.85 2.11 -1.26
H 1.05 0.24 -2.13
H -0.42 -0.79 -1.97
H -0.01 -0.02 -0.55
*
```

Calculated values
HOMO level: -3.801 eV
orbital gap: 7.94 eV

***

(13)
A 2-piece molecular cluster, C4H9O2S overall, computed with ωB97M-V/def2-TZVPD.

ORCA input file:
```
! RIJCOSX wB97M-V def2-TZVPD def2/J DEFGRID3
* xyz -1 1
C -2.16 0.34 2.41
S -2.79 2.08 2.31
H -1.57 2.63 2.32
H -1.10 0.36 2.64
H -2.31 -0.08 1.43
H -2.63 -0.19 3.23
C 1.12 0.08 -1.45
C 1.35 -0.99 -2.53
C 1.23 -0.47 0.01
O 2.17 -1.27 0.23
O 0.37 -0.03 0.82
H 1.94 0.78 -1.53
H 0.16 0.57 -1.53
H 1.71 -0.54 -3.46
H 0.44 -1.56 -2.69
H 2.08 -1.72 -2.20
*
```

Calculated values
HOMO level: -4.153 eV
orbital gap: 7.38 eV

***

(14)
A 2-piece molecular cluster, C4H9O3 overall, computed with ωB97M-V/def2-TZVPD.

ORCA input file:
```
! RIJCOSX wB97M-V def2-TZVPD def2/J DEFGRID3
* xyz -1 1
O 2.40 -1.10 -1.06
C 2.84 -0.03 -0.78
O 2.90 0.99 -1.68
H 3.20 0.26 0.21
H 3.57 1.63 -1.42
C -1.93 0.46 1.42
O -3.15 -0.05 1.18
C -0.96 0.32 0.19
C -1.03 -1.09 -0.37
H -1.41 -0.08 2.28
H -1.99 1.56 1.66
H 0.10 0.49 0.46
H -1.28 1.05 -0.55
H -0.43 -1.26 -1.27
H -2.08 -1.28 -0.63
H -0.76 -1.87 0.36
*
```

Calculated values
HOMO level: -1.958 eV
orbital gap: 4.56 eV

***

(15)
A 2-piece molecular cluster, C4H9O3 overall, computed with ωB97M-V/def2-TZVPD.

ORCA input file:
```
! RIJCOSX wB97M-V def2-TZVPD def2/J DEFGRID3
* xyz 0 2
C 0.76 -1.79 1.73
C -0.75 -1.44 1.68
O 1.15 -2.41 0.52
H 1.31 -0.95 2.12
H 1.11 -2.57 2.45
H -1.04 -1.16 0.64
H 0.84 -1.88 -0.21
H -0.98 -0.51 2.22
H -1.40 -2.26 1.92
C -1.43 2.20 -0.81
C -0.10 1.47 -1.22
O -0.09 0.31 -0.71
O 0.75 2.11 -1.80
H -1.96 1.47 -0.18
H -2.00 2.32 -1.73
H -1.01 3.01 -0.23
*
```

Calculated values
HOMO level (alpha / beta): -10.180 / -10.176 eV
orbital gap (alpha / beta): 10.80 / 6.51 eV

***

(16)
A 2-piece molecular cluster, C4H9O4 overall, computed with ωB97M-V/def2-TZVPD.

ORCA input file:
```
! RIJCOSX wB97M-V def2-TZVPD def2/J DEFGRID3
* xyz -1 1
C -0.12 -1.59 -0.55
O 0.63 -0.97 -1.47
C -0.64 -0.57 0.62
C -0.60 0.83 0.04
C -1.45 1.81 0.84
O -0.55 2.61 1.53
O -2.61 1.83 1.13
H -1.10 -1.86 -1.01
H 0.29 -2.42 0.05
H 0.12 -0.60 1.40
H -1.56 -0.91 1.12
H 0.41 1.21 0.06
H -0.99 0.86 -0.99
H -0.83 3.10 2.32
H 2.27 -0.98 -1.44
H 3.46 -1.22 -2.30
O 3.27 -1.11 -1.36
*
```

Calculated values
HOMO level: -3.294 eV
orbital gap: 6.54 eV

***

| no. | E_tot (eV) |
| --- | --- |
| 1 | -16616.1931 |
| 2 | -16618.3068 |
| 3 | -16617.9550 |
| 4 | -16613.0270 |
| 5 | -38287.4103 |
| 6 | -38284.4336 |
| 7 | -6339.8435 |
| 8 | -6338.7935 |
| 9 | -8389.5017 |
| 10 | -8387.6298 |
| 11 | -8389.0160 |
| 12 | -8389.7115 |
| 13 | -19225.6442 |
| 14 | -10435.4775 |
| 15 | -10433.4429 |
| 16 | -12484.3081 |